Entry 1:
{
  "formula": "C8H15N2OS",
  "method": "ωB97M-V/def2-TZVPD",
  "fmax_ev_per_a": 4.346,
  "homo_energy_ev": [-9.76, -11.02],
  "molar_mass_g_mol": 187.3,
  "charge": 1,
  "energy_ha": -896.36307,
  "de_lowest_kcal_mol": 135.7,
  "gap_ha": [0.2111, 0.2995],
  "lumo_ev": [-4.013, -2.873],
  "species": ["C", "C", "C", "C", "C", "C", "C", "C", "N", "N", "O", "S", "H", "H", "H", "H", "H", "H", "H", "H", "H", "H", "H", "H", "H", "H", "H"],
  "xyz": [[3.71194, -0.39772, 0.59088], [-3.70464, -0.20709, 1.08317], [-2.43102, -1.00066, 1.27864], [-3.15074, 0.41994, -0.30176], [2.70699, -0.69664, -1.36817], [2.15131, 0.61665, -0.72714], [-1.94942, -0.46578, -0.10511], [-0.81994, 0.67916, -2.21606], [2.82140, 0.52603, 0.50983], [4.48080, -0.65336, 1.67605], [3.78598, -1.20355, -0.41318], [-0.38039, -0.35565, -0.77719], [-4.46201, -0.97873, 0.79787], [-3.96761, 0.55298, 1.88146], [-1.77924, -0.66419, 2.05413], [-2.62790, -2.08489, 1.33116], [-3.63535, 0.15521, -1.29722], [-2.99375, 1.45670, -0.18662], [1.85116, -1.40580, -1.47102], [3.01024, -0.55796, -2.42057], [2.21425, 1.57731, -1.33836], [-0.83932, 1.67779, -1.90869], [-1.60931, 0.34035, -2.72632], [-0.00927, 0.56686, -2.94226], [2.57863, 1.11907, 1.27771], [4.30099, -0.14098, 2.47818], [5.04038, -1.54268, 1.63812]],
  "forces_ev_per_a": [[1.337, -1.588, 2.185], [-1.248, 0.322, -1.326], [0.820, -0.337, -1.656], [-0.614, -2.128, 0.163], [-1.609, 1.018, -0.814], [0.246, -0.810, -2.080], [1.058, 0.140, 0.886], [4.186, -0.496, 1.058], [-0.932, 2.077, 0.514], [0.377, -2.023, -3.071], [-1.118, 0.491, -2.128], [-1.373, -0.293, -0.017], [-0.111, 1.231, 0.821], [-0.033, -1.167, -1.100], [0.407, 0.010, 0.755], [0.499, 0.394, 0.099], [0.002, 0.605, 1.422], [0.335, 1.315, -0.299], [0.955, -0.362, 0.764], [0.860, -0.123, 0.771], [0.247, -1.239, 1.156], [-0.407, 1.484, 0.342], [-3.464, -1.209, -1.341], [0.252, 0.111, 0.281], [0.141, 0.262, 0.349], [0.095, 0.717, 1.804], [-0.908, 1.599, 0.461]],
  "mulliken_charge": [0.59, -0.46, -0.46, -0.74, -0.11, -0.50, -0.04, -1.08, -0.07, -0.39, -0.38, 0.24, 0.23, 0.31, 0.28, 0.26, 0.31, 0.29, 0.24, 0.31, 0.27, 0.34, 0.53, 0.36, 0.21, 0.19, 0.27]
}

---

Entry 2:
{
  "formula": "C6H12O4",
  "method": "ωB97M-V/def2-TZVPD",
  "fmax_ev_per_a": 5.064,
  "homo_energy_ev": [-9.80, -6.89],
  "molar_mass_g_mol": 148.2,
  "energy_ha": -536.52939,
  "de_lowest_kcal_mol": 173.0,
  "gap_ha": [0.3762, 0.1668],
  "lumo_ev": [0.433, -2.352],
  "species": ["C", "C", "O", "C", "C", "O", "C", "C", "O", "H", "H", "H", "H", "H", "H", "H", "H", "H", "H", "H", "O", "H"],
  "xyz": [[-4.40503, -5.99015, -2.13245], [-3.12970, -6.21963, -2.91302], [-3.26792, -6.15291, -4.35118], [-2.34960, -5.04956, -4.47485], [-2.99286, -3.82352, -5.12049], [-3.29231, -4.08208, -6.46546], [-2.16513, -5.07986, -2.99287], [-1.18369, -3.33880, -2.28430], [-1.25420, -4.78998, -2.16992], [-4.86060, -5.02726, -2.39425], [-5.11043, -6.79936, -2.35762], [-4.17998, -6.00525, -1.05803], [-2.63349, -7.15716, -2.61162], [-1.43287, -5.33471, -5.02014], [-3.88637, -3.52911, -4.55005], [-2.28072, -2.98920, -5.08478], [-4.07057, -4.64534, -6.51694], [-0.96730, -3.04042, -3.31544], [-0.12579, -3.02837, -1.72995], [-1.93486, -2.86231, -1.60738], [1.45465, -2.43154, -0.87268], [1.95246, -3.21497, -0.62430]],
  "forces_ev_per_a": [[-0.198, -0.285, -0.116], [0.654, 0.105, 0.350], [-0.430, 0.023, -0.308], [0.615, 0.344, -0.131], [0.171, -0.299, 0.388], [-0.105, 0.225, -0.501], [-4.096, -2.016, -1.894], [3.988, 0.786, 3.020], [2.737, 2.325, 1.787], [0.112, -0.217, 0.042], [0.007, 0.185, 0.145], [-0.072, 0.012, -0.222], [-0.257, -0.052, -0.048], [-0.238, 0.016, -0.227], [0.144, -0.084, -0.030], [-0.154, -0.137, -0.143], [0.064, -0.081, 0.116], [-0.844, 0.165, 0.299], [-2.132, -0.691, -1.067], [0.141, -0.314, -1.398], [-0.359, 0.568, -0.185], [0.252, -0.579, 0.124]],
  "mulliken_charge": [-1.33, 0.31, -0.45, 0.38, -0.47, -0.54, -0.03, -0.18, -0.37, 0.31, 0.35, 0.33, 0.30, 0.26, 0.28, 0.25, 0.34, 0.24, -0.10, 0.29, -0.47, 0.32]
}

---

Entry 3:
{
  "formula": "C4H14NOS",
  "method": "ωB97M-V/def2-TZVPD",
  "fmax_ev_per_a": 2.701,
  "homo_energy_ev": [-3.06, -9.12],
  "multiplicity": 2,
  "molar_mass_g_mol": 124.2,
  "energy_ha": -688.84218,
  "de_lowest_kcal_mol": 19.2,
  "gap_ha": [0.1403, 0.3590],
  "lumo_ev": [0.754, 0.649],
  "species": ["C", "C", "C", "S", "C", "N", "H", "H", "H", "H", "H", "H", "H", "H", "H", "H", "H", "H", "H", "H", "O"],
  "xyz": [[0.68220, 0.33939, 0.77979], [0.43081, 0.87325, -0.61932], [-0.45664, 0.11825, -1.62861], [-1.89870, -0.73790, -1.02839], [-2.06725, -2.03091, -2.28628], [-0.55119, 0.02841, 1.59256], [1.20158, -0.62427, 0.77539], [1.34594, 0.97144, 1.35312], [1.39137, 1.00531, -1.05196], [-0.05168, 1.83506, -0.44894], [0.18883, -0.60856, -2.05138], [-0.63125, 0.79717, -2.46657], [-2.21193, -1.52344, -3.23707], [-2.97742, -2.56777, -2.02772], [-1.21853, -2.70255, -2.30511], [-0.32880, -0.32571, 2.57921], [-1.11094, 0.91704, 1.74375], [-1.14773, -0.52085, 1.00430], [3.53404, 2.23167, 2.88452], [3.07727, 0.91369, 3.52115], [2.80002, 1.61128, 2.91755]],
  "forces_ev_per_a": [[0.331, -1.685, 0.257], [-2.019, 0.431, 1.173], [1.189, 0.392, -0.082], [-0.631, -0.069, 0.050], [-0.236, 0.596, 0.090], [0.642, 2.608, 0.288], [0.044, 0.028, -0.345], [-0.211, 0.448, 0.126], [0.870, 0.349, -0.573], [0.291, 0.366, -0.232], [0.526, -1.168, -0.454], [-0.520, 0.098, 0.174], [0.045, -0.256, -0.181], [0.046, -0.082, -0.054], [0.142, -0.075, -0.017], [-0.113, -0.368, -0.387], [0.279, -0.225, 0.133], [-0.720, -1.412, 0.016], [0.050, 0.024, 0.050], [-0.043, 0.014, 0.037], [0.037, -0.014, -0.069]],
  "mulliken_charge": [-0.97, -0.37, -0.86, -0.14, -0.91, -0.86, 0.09, 0.17, 0.35, 0.40, 0.39, 0.42, 0.30, 0.34, 0.28, 0.81, 0.74, -0.10, 0.29, 0.33, -0.70]
}

---

Entry 4:
{
  "formula": "C4H7NO2",
  "method": "ωB97M-V/def2-TZVPD",
  "fmax_ev_per_a": 0.877,
  "homo_energy_ev": -7.53,
  "molar_mass_g_mol": 101.1,
  "energy_ha": -361.70497,
  "de_lowest_kcal_mol": 110.4,
  "gap_ha": 0.3002,
  "lumo_ev": 0.639,
  "species": ["O", "C", "C", "N", "C", "C", "O", "H", "H", "H", "H", "H", "H", "H"],
  "xyz": [[0.62219, 1.33326, -1.27731], [1.09119, 0.15167, -0.64245], [1.11741, 0.24842, 0.86491], [-0.34977, -0.54320, 0.83991], [0.00988, -0.94148, -0.56396], [-1.53670, 0.26389, 0.99692], [-2.34365, 0.46536, 0.13367], [0.70763, 1.22417, -2.23237], [2.03552, -0.18475, -1.09143], [-0.20946, -1.21227, 1.57738], [0.89483, 1.26843, 1.21446], [0.37166, -1.97042, -0.57713], [-0.84016, -0.81937, -1.24148], [-1.57057, 0.71630, 1.99888]],
  "forces_ev_per_a": [[0.000, 0.067, -0.292], [0.207, -0.393, 0.062], [-0.235, 0.305, -0.069], [-0.048, 0.252, -0.258], [0.010, -0.090, -0.012], [-0.185, 0.215, -0.228], [0.669, -0.230, 0.518], [-0.027, 0.095, 0.025], [-0.129, 0.159, -0.009], [-0.390, -0.414, 0.086], [0.049, -0.107, -0.060], [0.015, 0.172, 0.033], [0.146, 0.001, 0.212], [-0.083, -0.033, -0.009]],
  "mulliken_charge": [-0.51, 0.26, -0.99, -0.04, -0.61, 0.02, -0.42, 0.31, 0.39, 0.38, 0.23, 0.28, 0.29, 0.40]
}

---

Question: Number 4 is which compound?
Answer: C4H7NO2